{
  "formula": "C36H80N8O18S2",
  "method": "wB97M-V/def2-TZVPD",
  "symbols": ["C", "C", "H", "H", "O", "O", "H", "H", "H", "H", "H", "C", "O", "C", "H", "C", "O", "N", "H", "H", "H", "H", "H", "H", "O", "H", "N", "O", "O", "H", "H", "O", "H", "H", "H", "H", "C", "C", "H", "C", "H", "H", "H", "C", "C", "C", "C", "H", "H", "H", "H", "O", "H", "C", "H", "H", "C", "C", "O", "N", "H", "O", "O", "H", "H", "N", "H", "C", "C", "C", "H", "C", "O", "H", "O", "S", "H", "C", "C", "H", "H", "C", "H", "N", "H", "H", "N", "N", "H", "H", "N", "H", "H", "H", "H", "H", "H", "H", "C", "O", "C", "C", "H", "H", "O", "H", "H", "H", "H", "H", "H", "H", "H", "H", "C", "C", "H", "C", "C", "O", "H", "H", "C", "C", "H", "H", "H", "C", "O", "H", "S", "H", "H", "H", "H", "H", "H", "C", "C", "H", "C", "H", "C", "H"],
  "coordinates": [[1.400, 1.035, 5.261], [0.519, -2.289, -3.247], [3.279, 0.581, -1.637], [1.355, -3.394, 1.506], [-0.362, 4.904, -0.276], [0.231, 1.852, 3.355], [2.492, -5.335, -2.166], [-1.334, 3.404, 0.754], [4.826, 2.895, -4.670], [0.743, -1.252, 0.490], [-5.528, 3.476, -3.901], [2.624, 3.316, 1.643], [2.745, 3.154, -1.785], [2.361, -5.824, -1.196], [-4.165, 2.574, -4.637], [0.780, 3.538, -3.073], [0.660, -6.142, 0.422], [-1.025, 0.922, 4.977], [4.702, 2.266, -3.021], [-2.652, -2.506, 2.292], [3.120, -1.111, -3.641], [-6.862, 0.071, -1.090], [0.693, 0.817, -0.470], [-4.578, 0.423, -1.678], [5.283, 3.708, 2.441], [-2.652, 6.125, 0.885], [-3.291, -3.172, 2.673], [-1.021, -0.968, 1.536], [-1.356, 0.497, -0.338], [-2.355, 4.210, -0.446], [-1.419, -4.279, -0.261], [2.948, -1.872, -0.165], [-5.373, 0.714, -4.574], [0.914, -0.190, -3.127], [-2.563, -0.016, 3.821], [4.493, -3.695, -2.569], [-5.695, 1.180, 1.805], [3.795, 0.266, -0.734], [2.621, -6.871, -1.356], [-6.620, -0.067, -0.036], [-2.503, 4.887, 2.215], [-5.872, -0.550, -3.448], [-5.140, -3.547, 3.504], [-2.834, -4.452, 2.747], [-0.030, 6.133, 0.380], [5.023, 3.505, 1.261], [4.908, -3.255, -1.654], [1.720, 3.261, 1.039], [6.899, 2.768, 0.631], [-5.947, -0.914, 0.097], [4.414, 1.189, -4.414], [-4.428, 2.877, -1.366], [-0.571, -2.267, -3.176], [-4.517, 3.103, -3.745], [2.147, 0.512, 4.682], [-0.073, 5.391, 2.365], [0.938, -0.974, -3.897], [3.476, -3.899, 1.957], [-3.521, -5.425, 3.056], [-6.031, 1.132, 0.492], [2.545, 2.438, 2.296], [1.718, -3.815, 3.521], [-1.951, -1.923, -0.520], [-0.695, -4.726, 3.186], [2.389, -3.131, -5.666], [3.783, 3.338, 0.783], [-4.586, 2.339, 3.179], [0.246, -0.472, 1.074], [-5.227, 2.527, 2.316], [4.290, 2.197, -4.023], [6.625, 4.461, 0.372], [2.275, -2.848, -4.622], [0.985, -3.269, -4.186], [-4.791, 3.180, 1.558], [2.261, -1.431, 3.142], [-2.044, -0.801, 0.333], [-1.325, -5.447, 1.690], [-0.708, 6.035, 1.748], [6.172, 3.478, 0.245], [-3.790, 3.904, -3.650], [3.668, -3.271, 1.079], [-1.324, -4.832, -1.196], [-0.979, -3.697, 1.864], [4.689, -1.829, -1.592], [1.111, 0.429, 6.128], [1.052, 6.207, 0.475], [2.861, 2.570, -3.985], [0.093, -5.019, -1.444], [0.167, 2.725, -2.667], [-5.204, -2.610, 2.005], [-4.748, 0.926, -2.539], [0.524, 3.649, -4.127], [3.076, -5.414, -0.485], [0.901, -0.304, 1.926], [5.341, -1.251, -2.088], [0.313, -0.688, -4.738], [3.040, -3.321, -3.994], [0.945, -2.496, -2.258], [0.970, -5.676, -0.650], [-3.294, -0.396, 0.845], [2.345, -1.306, -4.391], [-2.029, 5.367, 1.363], [2.423, 2.457, -4.882], [-1.051, 0.511, 5.889], [3.956, -3.239, 3.140], [4.822, 0.646, -0.703], [5.853, 3.236, -0.765], [5.948, -3.529, -1.534], [-5.621, 1.860, -0.087], [-4.653, -1.889, 3.556], [1.764, 1.976, 5.665], [-1.887, -5.763, -1.149], [3.353, 0.608, 0.194], [0.629, 4.435, -2.493], [0.162, 1.279, 4.436], [-0.097, 0.764, 0.290], [3.568, 3.246, -0.204], [-2.275, 0.949, 4.238], [3.795, -1.246, -0.768], [2.854, -2.491, 5.248], [-0.830, 6.987, 2.261], [-3.048, 1.285, 4.934], [-1.565, 4.372, 0.292], [2.211, 3.059, -2.900], [2.609, 4.190, 2.293], [-2.239, 1.674, 3.432], [-1.806, -4.171, -1.912], [1.928, -4.074, 2.133], [-5.812, 0.233, 2.587], [4.270, -3.705, -0.891], [2.675, -2.583, 3.861], [0.282, -4.830, -2.419], [1.596, -5.088, 1.937], [2.665, -0.695, -5.238], [4.025, -4.832, 1.851], [-0.087, 1.700, 0.834], [-7.586, -0.227, 0.441], [-4.648, -2.770, 2.923], [-1.390, -4.590, 2.356], [-0.433, 6.957, -0.226], [-4.543, 2.279, -2.464], [-6.029, 3.114, 2.782], [-5.068, 0.135, -3.713], [-4.193, -0.446, -4.023]],
  "gap_ha": 0.3202,
  "homo_energy_ev": -8.8
}